Entry from the OMol25 dataset: a cluster of 5 separate species, C38H39BrN5O6PS2 in total (ωB97M-V with the def2-TZVPD basis set).

Structure (XYZ):
```
92
Properties=species:S:1:pos:R:3:mulliken_charge:R:1
O 6.52708 2.72710 3.73848 -0.615
C 6.26022 2.09964 2.73352 0.224
C 7.23964 1.14508 2.17833 -0.322
C 6.96577 0.40094 1.10696 0.516
P 8.14390 -0.80230 0.44365 0.858
O 7.64225 -2.16190 0.23993 -0.646
O 8.64725 -0.06791 -0.87266 -0.507
O 9.40617 -0.69548 1.41483 -0.570
C 5.65374 0.50044 0.37945 0.647
O 5.45862 -0.24275 -0.55252 -0.553
C 4.66808 1.52626 0.85487 -0.156
C 4.97669 2.26312 2.00911 0.152
C 4.07753 3.17810 2.51875 -1.532
C 2.87921 3.39559 1.87688 -0.574
C 2.53857 2.72364 0.70990 1.243
C 1.21735 2.94889 0.02230 -0.311
C 0.42314 4.22848 0.36533 -1.203
C -1.00409 3.90716 0.78504 -0.651
S -1.80963 3.14310 -0.65180 -0.129
C -3.26922 2.50874 0.17733 0.138
S -4.28218 3.52032 0.95312 -0.267
N -3.44448 1.13843 0.13733 0.165
C -2.61676 0.40951 -0.83647 -0.729
C -3.00702 -1.04556 -0.83491 -0.533
O -2.68381 -1.60327 0.42780 -0.360
C -3.51092 -1.01300 1.40646 -0.572
C -3.42662 0.50655 1.47492 -0.511
C 3.44394 1.77548 0.21741 0.001
Br 2.88271 0.79325 -1.29851 -0.124
H 8.18075 1.09873 2.70936 0.450
H 8.73084 -0.74109 -1.56362 0.348
H 9.14481 -0.61421 2.33754 0.318
H 4.32412 3.72009 3.41922 0.460
H 2.20082 4.11870 2.30238 0.269
H 0.58967 2.09200 0.28658 0.241
H 1.34753 2.88041 -1.05275 0.504
H 0.37000 4.85680 -0.52600 0.328
H 0.89895 4.83334 1.13112 0.489
H -1.00761 3.20953 1.62259 0.281
H -1.56402 4.79772 1.05893 0.618
H -2.79242 0.83320 -1.82561 0.782
H -1.55290 0.49933 -0.60753 0.206
H -2.43462 -1.55268 -1.60824 0.429
H -4.08380 -1.13944 -1.00806 0.128
H -4.55375 -1.30469 1.22640 0.286
H -3.21164 -1.41549 2.37193 0.198
H -2.56598 0.82676 2.06751 0.245
H -4.31292 0.84623 2.00792 0.498
C 1.54514 -4.48499 -0.55039 -0.347
C 0.20557 -4.78463 -0.36099 -0.541
C -0.73966 -4.07362 -1.08489 -0.132
N -0.42845 -3.11780 -1.95649 -0.281
C 0.86268 -2.83619 -2.12556 0.148
C 1.88382 -3.48798 -1.45112 -0.821
H 2.31266 -5.01651 -0.00254 0.396
H -0.10511 -5.55021 0.33667 0.393
H -1.79796 -4.27233 -0.95626 0.360
H 1.08965 -2.04517 -2.83290 0.367
H 2.91531 -3.21576 -1.62818 0.450
C -8.57036 -1.96755 -3.40398 -0.093
C -8.52775 -1.31486 -2.18266 -0.741
C -7.32315 -1.27743 -1.49666 -0.052
N -6.20343 -1.83761 -1.94736 -0.234
C -6.25786 -2.46046 -3.12185 -0.112
C -7.41097 -2.55325 -3.88647 -0.723
H -9.49101 -2.01788 -3.97080 0.373
H -9.40710 -0.84191 -1.76785 0.349
H -7.24751 -0.77053 -0.54038 0.369
H -5.33019 -2.90699 -3.46421 0.396
H -7.39692 -3.07164 -4.83527 0.345
C 1.47442 -0.62901 -6.59952 -0.253
C 2.69454 -0.39151 -5.98746 -0.758
C 2.73802 -0.32796 -4.60317 -0.199
N 1.66701 -0.48303 -3.82631 -0.157
C 0.50215 -0.71280 -4.42753 0.125
C 0.35272 -0.79403 -5.80358 -0.750
H 1.39921 -0.68545 -7.67774 0.378
H 3.59680 -0.25684 -6.56782 0.391
H 3.67538 -0.14437 -4.08887 0.349
H -0.35281 -0.83776 -3.77130 0.426
H -0.61992 -0.98343 -6.23604 0.408
C -1.21789 0.61592 7.16447 -0.099
C -1.67778 1.70519 6.44203 -0.736
C -2.31058 1.47323 5.23010 -0.098
N -2.49955 0.25859 4.72012 -0.215
C -2.05229 -0.77866 5.42381 -0.008
C -1.40888 -0.65460 6.64598 -0.688
H -0.71963 0.75471 8.11514 0.378
H -1.55172 2.71494 6.80768 0.357
H -2.68829 2.29975 4.63637 0.422
H -2.21634 -1.75683 4.98465 0.347
H -1.06699 -1.53358 7.17464 0.352
```

Orbital gap ... 0.2418 Ha
SMILES ... O=C1C=C(P(=O)(O)O)C(=O)c2c1ccc(CCCSC(=S)N1CCOCC1)c2Br.c1ccncc1.c1ccncc1.c1ccncc1.c1ccncc1

=====

Entry from the OMol25 dataset: a cluster of 2 separate species, C38H39N3O6S2 in total (ωB97M-V with the def2-TZVPD basis set).

Structure (XYZ):
```
88
Properties=species:S:1:pos:R:3:mulliken_charge:R:1
C 1.82415 -5.16795 -3.39470 -1.028
N 1.35051 -3.95867 -2.75838 0.299
C 0.16023 -3.41547 -3.16295 0.267
O -0.54940 -3.86336 -4.06647 -0.684
C -0.04458 -2.14696 -2.33828 0.011
C -1.42990 -2.02720 -1.67825 -0.171
C -2.44837 -1.79010 -2.72804 0.281
C -2.57162 -0.69482 -3.57809 -0.651
N -3.54116 -0.97548 -4.51813 0.010
C -4.07046 -2.24024 -4.28796 -0.572
C -4.98871 -2.97647 -5.02237 -0.802
C -5.25011 -4.28776 -4.60859 -0.506
C -4.59042 -4.83463 -3.49395 -0.830
C -3.65044 -4.09835 -2.76366 -0.215
C -3.40455 -2.78349 -3.15372 0.805
N 1.02611 -2.23107 -1.35133 0.446
C 1.12912 -1.24161 -0.44665 0.069
C 1.92015 -1.34481 0.67830 0.163
C 2.02124 -0.40448 1.69581 -0.386
C 2.97565 -0.58379 2.77346 0.308
C 3.14461 0.24731 3.92544 0.205
C 4.12456 -0.02716 4.88113 -0.896
C 4.96199 -1.15001 4.75270 -0.267
C 4.81035 -1.99799 3.65430 -0.813
C 3.85050 -1.70256 2.69695 -0.430
C 1.88280 -3.42994 -1.49512 0.189
C 1.70124 -4.48575 -0.38630 -1.435
C 3.38442 -3.13704 -1.61691 -1.590
H 1.25841 -5.28121 -4.31984 0.382
H 2.88928 -5.08872 -3.62926 0.303
H 1.65894 -6.05700 -2.77329 0.337
H 0.12018 -1.27331 -3.00914 0.165
H -1.65371 -2.97080 -1.14420 0.228
H -1.41649 -1.19180 -0.95487 0.492
H -2.01134 0.23670 -3.59652 0.563
H -3.83830 -0.33840 -5.25105 0.208
H -5.46566 -2.50747 -5.87928 0.377
H -5.96369 -4.90803 -5.14791 0.375
H -4.81769 -5.85832 -3.20076 0.373
H -3.09948 -4.50689 -1.91091 0.337
H 0.48436 -0.37916 -0.63123 0.887
H 2.46220 -2.28352 0.75511 -0.842
H 1.35245 0.44461 1.60990 0.650
H 2.49313 1.11247 4.05803 0.514
H 4.25517 0.63089 5.74298 0.417
H 5.73041 -1.36154 5.49458 0.380
H 5.43160 -2.88682 3.51451 0.398
H 3.80376 -2.37549 1.84680 0.353
H 0.67493 -4.87966 -0.38449 0.359
H 2.40091 -5.31293 -0.58133 0.461
H 1.93255 -4.07348 0.60069 0.310
H 3.57478 -2.53696 -2.51606 0.375
H 3.73944 -2.59853 -0.73283 0.375
H 3.93428 -4.08804 -1.68584 0.477
C 2.33347 3.38537 2.60868 -1.060
O 1.36884 2.38237 2.09258 -0.118
C 0.06144 2.61889 1.94696 0.006
S -0.46052 3.11506 0.27952 1.168
C 0.34358 4.67110 -0.20051 -0.265
C -0.09129 5.90441 0.30044 0.024
C 0.50438 7.09291 -0.12775 -0.752
C 1.55241 7.05090 -1.05316 -0.373
C 2.03200 5.81212 -1.50155 -0.613
C 1.44376 4.62295 -1.06697 -0.145
O 0.08917 2.11046 -0.62305 -0.662
O -1.88738 3.38047 0.37335 -0.713
S -0.66688 3.53705 3.30294 1.288
C -2.40616 3.15510 3.27147 0.111
C -3.28615 4.23400 3.30017 -0.119
C -4.65432 3.96196 3.36625 -0.688
C -5.08204 2.62672 3.38440 -0.390
C -4.17331 1.55802 3.41132 -0.661
C -2.80377 1.82200 3.36904 -0.276
O -0.13187 2.99010 4.54032 -0.740
O -0.54629 4.97236 3.03068 -0.707
H 3.28758 2.92587 2.32581 0.282
H 2.21050 4.35917 2.10627 0.238
H 2.20583 3.40984 3.69932 0.437
H -0.85523 5.93919 1.07176 0.350
H 0.13876 8.03288 0.29071 0.390
H 2.01716 7.97660 -1.39802 0.358
H 2.87485 5.74896 -2.18973 0.372
H 1.84398 3.65571 -1.36933 0.370
H -2.88011 5.24908 3.28850 0.394
H -5.34292 4.80917 3.41955 0.365
H -6.14852 2.41166 3.36404 0.358
H -4.50539 0.52041 3.47695 0.377
H -2.04388 1.04039 3.42701 0.367
```

Orbital gap ... 0.1507 Ha

=====

Entry from the OMol25 dataset: a structure of composition C38H39N5PSSn (ωB97M-V with the def2-TZVPD basis set).

Structure (XYZ):
```
85
Properties=species:S:1:pos:R:3:mulliken_charge:R:1
Sn 0.45137 0.29957 -0.63996 1.274
N -3.32192 -0.28169 -0.72154 0.000
P -2.13088 -1.50946 -0.44913 1.225
C -3.22221 -2.94443 -0.18061 -0.059
C -3.30394 -3.46505 1.11222 -0.122
C -4.10757 -4.56988 1.37436 -0.632
C -4.82705 -5.15963 0.34382 -0.521
C -4.75184 -4.64697 -0.94757 -0.681
C -3.95148 -3.54365 -1.21271 -0.493
C -1.47320 -1.81193 -2.12887 -0.459
C -1.58176 -0.87341 -3.15333 -0.003
C -0.92623 -1.08076 -4.36551 -0.503
C -0.15347 -2.21660 -4.55263 -0.568
C -0.02928 -3.15385 -3.52790 -0.664
C -0.67913 -2.95007 -2.31992 -0.579
C -3.08842 1.07636 -0.58847 0.040
C -4.17624 1.96401 -0.57314 -0.944
C -3.94616 3.31387 -0.48319 -0.588
C -2.63580 3.79126 -0.42462 -1.266
C -1.62315 2.87519 -0.46016 -0.373
N -1.81858 1.53173 -0.52610 0.868
H -4.28523 -0.55897 -0.70978 0.236
H -2.73686 -2.99442 1.91162 0.173
H -4.17027 -4.97270 2.37953 0.432
H -5.44981 -6.02594 0.54466 0.394
H -5.31354 -5.11300 -1.74936 0.410
H -3.88321 -3.15226 -2.22231 0.421
H -2.19272 0.01505 -3.01692 0.307
H -1.01782 -0.34869 -5.16100 0.483
H 0.35260 -2.37732 -5.49796 0.416
H 0.57872 -4.04065 -3.67333 0.456
H -0.59733 -3.68866 -1.52542 0.437
H -5.18361 1.56810 -0.64233 0.483
H -4.78216 4.00413 -0.47152 0.429
H -2.41777 4.84915 -0.37109 0.539
H -0.59130 3.20462 -0.46445 0.465
C -0.06301 3.65430 2.32986 -1.404
C -0.84536 2.46727 2.84372 1.335
C -2.02981 2.62505 3.55881 -0.967
C -2.71454 1.52528 4.05215 -0.982
C -2.22573 0.24518 3.82598 -1.087
C -1.04915 0.04346 3.11368 1.411
C -0.51548 -1.34480 2.85094 -1.143
C -0.36995 1.17217 2.63765 -1.123
N 0.80495 0.97611 1.84029 1.088
C 1.97462 0.90616 2.32967 1.001
C 2.30809 1.15297 3.77463 -1.845
C 3.11505 0.57560 1.35554 0.374
C 4.45991 0.20499 1.90634 -1.870
N 2.82522 0.61606 0.12470 0.862
C 3.77000 0.41180 -0.94252 -0.668
C 4.29349 1.53899 -1.58039 1.047
C 3.97833 2.92158 -1.06733 -1.093
C 5.10795 1.34120 -2.68929 -1.112
C 5.39321 0.06173 -3.14630 -0.911
C 4.86983 -1.04016 -2.48880 -1.163
C 4.04489 -0.88638 -1.37754 1.498
C 3.44822 -2.09146 -0.68333 -1.087
H -0.65420 4.56764 2.38919 0.411
H 0.24104 3.51088 1.29339 0.123
H 0.85186 3.80946 2.91033 0.343
H -2.41419 3.62634 3.72706 0.456
H -3.63110 1.66337 4.61615 0.451
H -2.76400 -0.61585 4.21259 0.446
H -1.23731 -2.10261 3.15907 0.448
H 0.41248 -1.53220 3.40244 0.347
H -0.29775 -1.48491 1.79098 0.068
H 1.45499 1.57231 4.29995 0.448
H 3.15414 1.84017 3.85139 0.439
H 2.59993 0.22317 4.27419 0.375
H 4.36075 -0.60794 2.63004 0.416
H 4.90893 1.05363 2.43254 0.444
H 5.13059 -0.10347 1.10845 0.392
H 2.89703 3.07810 -1.01342 0.111
H 4.40233 3.68063 -1.72281 0.425
H 4.38690 3.07816 -0.06343 0.259
H 5.51346 2.20534 -3.20471 0.415
H 6.02291 -0.07525 -4.01941 0.437
H 5.09864 -2.04253 -2.84000 0.451
H 3.96875 -3.00025 -0.98450 0.470
H 2.39310 -2.21640 -0.94237 0.098
H 3.50983 -2.01621 0.40498 0.193
S 0.39735 3.52141 -4.14519 -0.379
C 0.72472 2.51410 -2.96203 0.722
N 0.97531 1.76272 -2.07875 -0.998
```

Orbital gap ... 0.2703 Ha
Net charge ... +1

=====

Entry from the OMol25 dataset: a structure of composition C38H39N6PdS (ωB97M-V with the def2-TZVPD basis set).

Structure (XYZ):
```
85
Properties=species:S:1:pos:R:3:mulliken_charge:R:1
Pd 0.52325 -1.68878 -0.00175 -0.292
C 1.40917 5.20174 -1.02405 -1.428
C 2.38428 4.84726 0.06687 0.516
C 3.37123 5.73470 0.47746 -0.778
C 4.27616 5.40867 1.48079 -0.793
C 4.18214 4.18196 2.11886 -0.705
C 3.19157 3.28499 1.74194 0.107
C 2.32152 3.60547 0.70528 0.244
N 1.29595 2.70058 0.29883 0.447
C 1.39608 1.36120 0.07304 -0.557
N 2.74566 0.95860 -0.12379 0.143
C 3.35692 -0.22718 -0.12378 1.678
C 2.62722 -1.45956 0.07576 -0.459
C 3.41281 -2.59899 0.16312 -0.242
C 4.79302 -2.54396 0.01523 -0.940
C 5.47964 -1.31612 -0.23649 -0.762
C 4.80396 -0.15113 -0.31973 0.592
C 5.49321 1.15885 -0.57943 -1.469
N 0.41704 0.56842 -0.05103 0.755
C -0.86988 1.14941 0.21856 -1.444
C -1.23745 1.40690 1.53617 0.094
C -2.42625 2.06425 1.81043 -1.013
C -3.24953 2.45405 0.76131 -0.843
C -2.89287 2.15493 -0.54428 -0.693
C -1.69826 1.49935 -0.84524 1.967
C -1.30096 1.21841 -2.27052 -1.540
H 1.66058 6.16262 -1.46811 0.428
H 0.38532 5.28033 -0.64545 0.346
H 1.40713 4.45171 -1.81789 0.282
H 3.43589 6.70045 -0.01026 0.400
H 5.03889 6.11831 1.77274 0.423
H 4.85771 3.92778 2.92553 0.446
H 3.07217 2.35371 2.28410 0.492
H 0.36462 3.07491 0.18187 0.219
H 3.36347 1.75464 -0.22180 -0.173
H 2.92677 -3.55325 0.31236 0.479
H 5.37258 -3.45858 0.06545 0.449
H 6.55491 -1.31903 -0.36523 0.431
H 6.55393 0.99887 -0.75563 0.426
H 5.40494 1.84620 0.26795 0.292
H 5.08943 1.66489 -1.46157 0.412
H -0.57055 1.10498 2.33622 0.498
H -2.70546 2.27288 2.83527 0.459
H -4.17725 2.97518 0.96160 0.447
H -3.54971 2.43619 -1.36038 0.496
H -2.17383 1.22848 -2.92265 0.497
H -0.81699 0.24989 -2.36087 0.076
H -0.59680 1.96684 -2.64529 0.260
C -5.60537 -1.69089 1.10550 -1.486
C -4.55250 -0.84257 0.38859 -0.696
C -4.06011 -1.46834 -0.89989 0.950
C -4.93175 -1.39809 -1.98522 -0.764
C -4.59854 -1.92299 -3.21548 -1.235
C -3.36631 -2.53377 -3.38682 -0.762
C -2.44394 -2.60828 -2.35466 0.992
C -1.14496 -3.34034 -2.60728 -0.888
C 0.05425 -2.43999 -2.86067 0.728
C -2.79929 -2.06610 -1.10228 -0.717
N -1.83237 -2.11540 -0.05676 1.048
C -2.19513 -2.53819 1.10709 -0.470
C -1.30101 -2.45402 2.21438 0.010
C -1.50870 -2.95285 3.54915 -1.074
C -0.38892 -2.64528 4.23227 -0.793
C 0.49591 -1.95954 3.27759 -0.732
N -0.05708 -1.83809 2.10478 0.888
H -6.00409 -1.16407 1.97372 0.439
H -5.20034 -2.64561 1.44704 0.344
H -6.43882 -1.92122 0.44063 0.381
H -3.73211 -0.60804 1.06476 0.094
H -4.99792 0.11910 0.13476 0.624
H -5.89368 -0.91533 -1.84660 0.511
H -5.29864 -1.86755 -4.03971 0.428
H -3.11186 -2.97684 -4.34269 0.444
H -1.28551 -3.96194 -3.49273 0.589
H -0.91081 -4.01379 -1.78083 0.223
H -0.14107 -1.66856 -3.60552 0.361
H 0.93528 -3.01099 -3.14626 0.457
H 0.31278 -1.92796 -1.92850 -0.940
H -3.17228 -2.97945 1.27323 0.487
H -2.38155 -3.48046 3.89893 0.550
H -0.15426 -2.87210 5.26035 0.491
H 1.50055 -1.60044 3.46229 0.515
S 0.41899 -6.23299 1.54322 -0.377
C 0.50929 -4.84543 0.70963 0.368
N 0.57846 -3.82366 0.13246 -0.657
```

Orbital gap (spin up / spin down) ... 0.2646 / 0.1533 Ha
Spin multiplicity ... 5
Net charge ... +1